{
  "formula": "C30H75BF4N5O10",
  "method": "ωB97M-V with the def2-TZVPD basis set",
  "elements": ["B", "F", "F", "F", "F", "C", "O", "C", "C", "N", "C", "C", "O", "C", "H", "H", "H", "H", "H", "H", "H", "H", "H", "H", "H", "H", "H", "H", "H", "C", "O", "C", "C", "N", "C", "C", "O", "C", "H", "H", "H", "H", "H", "H", "H", "H", "H", "H", "H", "H", "H", "H", "H", "C", "O", "C", "C", "N", "C", "C", "O", "C", "H", "H", "H", "H", "H", "H", "H", "H", "H", "H", "H", "H", "H", "H", "H", "C", "O", "C", "C", "N", "C", "C", "O", "C", "H", "H", "H", "H", "H", "H", "H", "H", "H", "H", "H", "H", "H", "H", "H", "C", "O", "C", "C", "N", "C", "C", "O", "C", "H", "H", "H", "H", "H", "H", "H", "H", "H", "H", "H", "H", "H", "H", "H"],
  "positions_angstrom": [[-0.18492, 0.37819, -1.55808], [-0.97792, 0.63919, -2.68808], [0.88808, 1.25019, -1.55708], [-0.84592, 0.58419, -0.40008], [0.32408, -0.89381, -1.56508], [-5.57692, -2.03581, 8.06592], [-4.36992, -2.10181, 7.77992], [-4.13392, -1.84881, 6.32592], [-2.57292, -2.00681, 6.08292], [-2.36192, -1.64081, 4.75892], [-0.99392, -1.94681, 4.34792], [-0.93492, -2.02581, 2.79892], [0.35608, -2.07381, 2.47392], [0.51708, -1.56581, 1.10292], [-6.05692, -2.90481, 7.82492], [-6.05192, -1.22481, 7.70792], [-5.61992, -1.89481, 9.15492], [-4.60392, -0.94281, 6.24892], [-4.69292, -2.54481, 5.63992], [-2.24892, -2.91281, 6.26592], [-2.03792, -1.41081, 6.62592], [-2.51292, -0.60681, 4.56792], [-0.69592, -3.07981, 4.89692], [-0.36992, -1.11881, 4.78092], [-1.05792, -0.94881, 2.55092], [-1.48292, -2.84781, 2.39492], [-0.02992, -2.04081, 0.41992], [1.49308, -1.98181, 0.67992], [0.61308, -0.44381, 0.94292], [1.63508, 2.10419, 1.70792], [2.38008, 2.79119, 2.29092], [3.59508, 3.18419, 1.55892], [4.62808, 3.71619, 2.53392], [5.77908, 4.46719, 1.91592], [6.68308, 5.04019, 2.81592], [7.90908, 5.50919, 2.08792], [8.89008, 6.29619, 2.86892], [8.41208, 7.37419, 3.46992], [1.20908, 2.49219, 0.87692], [0.78308, 1.68219, 2.25592], [1.80108, 1.18519, 1.37892], [3.33308, 3.73719, 0.65392], [4.13508, 2.27219, 1.19192], [5.01408, 2.92819, 3.26392], [4.20008, 4.49419, 3.11792], [5.50208, 4.78619, 1.13992], [7.02908, 4.26919, 3.65792], [6.18308, 5.71719, 3.45392], [7.51008, 6.18619, 1.17092], [8.49008, 4.52519, 1.78192], [9.27008, 7.88619, 4.15292], [7.48408, 7.19519, 4.10192], [8.42808, 8.20419, 2.77092], [-4.76892, -3.81781, 2.36792], [-5.17092, -2.71581, 1.81392], [-4.08592, -1.79381, 1.93792], [-4.62092, -0.50981, 1.11492], [-3.65492, 0.62319, 1.34192], [-4.28092, 1.91119, 0.97492], [-3.17292, 2.97819, 1.25992], [-3.79992, 4.13719, 0.77692], [-3.11392, 5.43119, 1.20792], [-5.79892, -4.39881, 2.54492], [-4.13092, -3.69781, 3.31292], [-3.95092, -4.31381, 1.73892], [-3.09692, -2.27081, 1.58092], [-3.96192, -1.45081, 3.02792], [-5.57692, -0.13981, 1.48192], [-4.65292, -0.63781, 0.08192], [-2.97492, 0.65019, 0.77192], [-5.31692, 2.13419, 1.21292], [-4.33192, 1.86319, -0.26708], [-2.35892, 2.70519, 0.73092], [-3.17192, 3.20719, 2.40292], [-3.52492, 6.21619, 0.68792], [-2.27592, 5.28619, 0.75992], [-2.93592, 5.67119, 2.16492], [-5.10892, -0.78281, -3.30908], [-4.59692, -1.78281, -2.81208], [-3.26892, -1.63481, -2.50408], [-2.89892, -2.90381, -1.71108], [-1.55292, -3.27381, -1.99708], [-1.07692, -4.47981, -1.30008], [0.33308, -4.92681, -1.88608], [0.69808, -6.16181, -1.25808], [2.07208, -6.35681, -1.30108], [-5.18592, -0.00181, -2.63808], [-6.27692, -0.93581, -3.46608], [-4.84192, -0.38081, -4.37708], [-3.00792, -0.76981, -2.00208], [-2.72892, -1.73581, -3.35208], [-3.59392, -3.71781, -1.80208], [-2.90392, -2.68781, -0.60908], [-1.03292, -2.41881, -2.06308], [-1.90292, -5.20081, -1.33708], [-1.06292, -4.47281, -0.21908], [0.89908, -4.02081, -1.76308], [0.21408, -4.97681, -2.87008], [2.74408, -5.51881, -1.07008], [2.25708, -6.73281, -2.25908], [2.36708, -7.16881, -0.77008], [5.36908, 2.95419, -7.90808], [4.97608, 2.48319, -6.82508], [3.99408, 1.49119, -7.03308], [3.42908, 0.94519, -5.58908], [2.37108, -0.00981, -6.08308], [1.49308, -0.19981, -4.90808], [0.27708, -1.20081, -5.33308], [1.08308, -2.39881, -5.72908], [0.24108, -3.53781, -5.97208], [6.05608, 2.54419, -8.33808], [5.94208, 3.69719, -7.74108], [4.59708, 3.45019, -8.54308], [4.33008, 0.62919, -7.95208], [3.08008, 1.98419, -7.59008], [3.11108, 1.79719, -5.02008], [4.18608, 0.23419, -5.01908], [2.69308, -1.03981, -6.09208], [1.31408, 0.84119, -4.54008], [1.95808, -0.63681, -3.99508], [-0.22392, -0.76381, -6.18008], [-0.53992, -1.55681, -4.68608], [-0.29692, -3.73081, -5.18008], [1.08108, -4.30081, -6.28908], [-0.39492, -3.55081, -6.69808]],
  "de_lowest_kcal_mol": 83.1,
  "e_homo_ev": -5.984,
  "total_energy_ha": -2637.84888,
  "lumo_ev": 2.2,
  "charge": -1,
  "homo_lumo_gap_ev": 8.20
}